Density functional theory data (ωB97M-V with the def2-TZVPD basis set) for a 3-piece molecular cluster, C4H15NO2 overall at a distorted geometry.

Structure (ORCA input):
```
! wB97M-V def2-TZVPD RIJCOSX def2/J DEFGRID3
* xyz 0 1
C 3.88585 -0.67372 -0.50713
N 2.79891 -0.22812 0.31597
C 2.22057 1.02972 0.46683
C 1.67931 1.32607 1.78861
C 0.93883 1.31067 -0.43730
H 3.49305 -0.89964 -1.57956
H 4.21735 -1.63820 -0.13971
H 4.60070 0.20967 -0.62154
H 2.67836 -0.88300 0.99802
H 2.98117 1.72192 0.11481
H 1.58626 2.39802 1.82118
H 2.27599 0.95112 2.59380
H 0.68482 0.78607 1.97052
H 0.25486 0.45532 -0.28003
H 1.06989 1.55740 -1.44482
H 0.62034 2.34535 -0.07552
O -5.35632 -4.58194 0.43391
H -4.48723 -4.85258 0.72592
H -5.49039 -3.80860 0.85842
O -4.41385 2.12089 -1.79076
H -3.62972 1.94667 -2.27213
H -4.63383 3.03932 -1.89245
*
```

SMILES string: CNC(C)C.O.O
HOMO-LUMO gap, eV: 8.83
Molar mass, g mol⁻¹: 109.2
HOMO energy, eV: -7.99

Atom charges from the natural (NBO) analysis, given in e for atoms 1 to 2:
1 C -0.39
2 N -0.65